No. 1
Density functional theory data (ωB97M-V with the def2-TZVPD basis set) for 4 unconnected molecules or ions with the total composition C22H42ClN6S at a distorted geometry.

F_max (Eh/bohr): 0.1965
Highest occupied orbital energy (Eh): -0.4590
Kohn-Sham gap (eV): 8.23
Net charge: +1

Geometry (Å):
C: -6.027 -4.770 -2.200
C: -4.794 -3.896 -1.543
S: -3.078 -4.432 -2.171
C: -2.613 -3.114 -3.460
N: -2.209 -1.778 -2.799
C: -2.186 -0.587 -3.475
N: -2.610 -0.640 -4.952
C: -3.790 0.247 -5.240
C: -4.059 1.483 -4.224
C: -3.139 1.553 -2.876
N: -1.857 0.777 -2.946
C: -1.013 0.811 -1.719
Cl: -0.174 2.492 -1.615
C: -1.759 0.536 -0.291
C: -0.839 -0.553 0.582
H: -6.314 -4.380 -3.290
H: -5.680 -5.893 -2.361
H: -7.012 -4.711 -1.525
H: -4.759 -4.090 -0.368
H: -4.954 -2.729 -1.727
H: -3.605 -2.961 -4.103
H: -1.731 -3.475 -4.178
H: -1.951 -1.805 -1.790
H: -1.767 -0.245 -5.454
H: -3.595 0.725 -6.317
H: -4.805 -0.367 -5.377
H: -5.196 1.414 -3.869
H: -3.985 2.506 -4.829
H: -2.837 2.700 -2.738
H: -3.841 1.306 -1.966
H: -0.163 -0.002 -1.827
H: -1.742 1.540 0.328
H: -2.874 0.187 -0.362
H: -0.983 -1.643 0.164
H: -1.126 -0.552 1.734
H: 0.284 -0.204 0.494
C: 3.205 -1.089 0.747
C: 4.063 -1.732 1.833
C: 3.241 -2.533 2.844
C: 2.249 -1.617 3.542
N: 1.427 -0.856 4.121
H: 2.500 -0.364 1.166
H: 3.837 -0.551 0.033
H: 2.636 -1.847 0.197
H: 4.626 -0.946 2.351
H: 4.796 -2.395 1.360
H: 3.901 -2.985 3.591
H: 2.695 -3.340 2.342
C: 2.455 -1.555 7.854
C: 3.626 -1.605 8.830
C: 4.952 -1.189 8.190
C: 5.286 -2.128 7.043
N: 5.563 -2.908 6.091
H: 2.591 -2.254 7.023
H: 1.526 -1.832 8.362
H: 2.331 -0.547 7.442
H: 3.710 -2.623 9.231
H: 3.413 -0.942 9.676
H: 5.756 -1.228 8.932
H: 4.891 -0.163 7.810
C: 1.845 5.514 -1.451
C: 1.314 5.676 -2.872
C: 2.314 6.361 -3.806
C: 2.632 7.753 -3.286
N: 2.895 8.908 -2.854
H: 2.043 6.482 -0.981
H: 1.110 4.995 -0.828
H: 2.772 4.929 -1.443
H: 0.381 6.252 -2.839
H: 1.068 4.687 -3.274
H: 1.893 6.441 -4.814
H: 3.240 5.780 -3.870

=====

No. 2
Density functional theory data (ωB97M-V with the def2-TZVPD basis set) for a molecular structure, F4Li2 at a distorted geometry.

F_max (Eh/bohr): 0.0478
Highest occupied orbital energy (spin up / spin down) (Eh): -0.2058 / -0.1842
Kohn-Sham gap (spin up / spin down) (eV): 7.19 / 5.42
Spin multiplicity: 2
Net charge: -1

Geometry (Å):
Li: -16.516 -3.584 -2.750
Li: -14.050 -3.056 -1.406
F: -15.797 -1.800 -2.016
F: -18.398 -2.906 -3.733
F: -16.440 -5.160 -4.306
F: -16.111 -4.879 -1.240

=====

No. 3
Density functional theory data (ωB97M-V with the def2-TZVPD basis set) for 3 unconnected molecules or ions with the total composition C20H48O6P2.

F_max (Eh/bohr): 0.0050
Highest occupied orbital energy (Eh): -0.3339
Kohn-Sham gap (eV): 9.74
SMILES: CCCCOO[P@](=O)(OCCO)OP(C)C.CCCCCC.CCCCCC
Net charge: 0

Geometry (Å):
C: -2.750 -0.675 2.870
C: -4.217 -0.825 2.478
C: -4.331 -1.318 1.037
C: -5.738 -1.243 0.472
O: -5.800 -1.136 -0.954
O: -4.911 -2.150 -1.472
P: -3.977 -1.449 -2.587
O: -4.582 -1.098 -3.867
O: -2.885 -2.599 -2.613
C: -1.532 -2.283 -2.970
C: -0.643 -2.307 -1.713
O: -1.332 -1.945 -0.535
O: -3.329 -0.225 -1.836
P: -2.753 1.175 -2.617
C: -1.997 1.863 -1.103
C: -4.316 2.109 -2.694
H: -2.196 -1.594 2.665
H: -2.639 -0.445 3.931
H: -2.276 0.126 2.301
H: -4.715 -1.512 3.168
H: -4.728 0.138 2.568
H: -3.663 -0.725 0.410
H: -3.987 -2.354 0.983
H: -6.246 -0.325 0.779
H: -6.345 -2.097 0.792
H: -1.214 -3.055 -3.670
H: -1.491 -1.323 -3.487
H: 0.155 -1.570 -1.815
H: -0.178 -3.292 -1.611
H: -1.958 -2.642 -0.322
H: -1.403 2.739 -1.367
H: -1.326 1.109 -0.688
H: -2.735 2.142 -0.347
H: -5.029 1.541 -3.292
H: -4.736 2.317 -1.709
H: -4.116 3.049 -3.213
C: 3.190 1.233 4.009
C: 2.558 2.615 3.887
C: 1.086 2.651 4.301
C: 0.157 1.769 3.464
C: 0.173 2.064 1.965
C: -0.281 3.476 1.615
H: 2.706 0.506 3.356
H: 4.249 1.255 3.746
H: 3.108 0.864 5.034
H: 2.668 2.980 2.862
H: 3.109 3.319 4.516
H: 0.732 3.685 4.268
H: 1.008 2.340 5.348
H: -0.865 1.883 3.839
H: 0.414 0.716 3.615
H: -0.475 1.340 1.463
H: 1.177 1.891 1.564
H: -1.292 3.662 1.985
H: -0.287 3.634 0.536
H: 0.375 4.231 2.052
C: 5.133 -1.811 -4.352
C: 5.719 -1.009 -3.196
C: 5.671 -1.744 -1.857
C: 4.266 -2.115 -1.377
C: 3.303 -0.936 -1.255
C: 3.749 0.120 -0.249
H: 4.075 -2.030 -4.196
H: 5.217 -1.267 -5.294
H: 5.654 -2.764 -4.469
H: 5.195 -0.052 -3.113
H: 6.760 -0.762 -3.419
H: 6.167 -1.132 -1.098
H: 6.263 -2.662 -1.936
H: 4.350 -2.605 -0.402
H: 3.834 -2.859 -2.051
H: 2.323 -1.314 -0.949
H: 3.154 -0.473 -2.235
H: 3.873 -0.324 0.742
H: 3.009 0.917 -0.164
H: 4.697 0.581 -0.530

=====

No. 4
Density functional theory data (ωB97M-V with the def2-TZVPD basis set) for a single C10H7NO4 molecule at a distorted geometry.

F_max (Eh/bohr): 0.0638
Highest occupied orbital energy (Eh): -0.3218
Kohn-Sham gap (eV): 8.12
ΔE to the lowest compared entry with this formula, charge and spin (kJ/mol): 188.0
SMILES: O=C(Oc1ccco1)c1cccc(=O)[nH]1
Net charge: 0

Geometry (Å):
O: -0.496 -1.709 -0.834
O: 2.325 1.382 3.205
O: -0.461 0.598 -0.691
O: -1.636 -0.133 -2.764
C: -0.215 -0.682 -0.241
C: 1.802 0.348 2.818
C: -2.042 0.533 -3.882
C: -0.984 0.749 -1.954
C: -1.639 1.853 -3.830
C: -1.004 1.979 -2.563
C: 1.772 -0.874 3.614
C: 1.114 -1.980 3.146
C: 0.460 -1.964 1.823
C: 0.453 -0.770 1.086
N: 1.133 0.373 1.583
H: -2.532 0.068 -4.700
H: -1.807 2.661 -4.519
H: -0.596 2.876 -2.118
H: 2.233 -0.821 4.601
H: 1.092 -2.877 3.708
H: -0.127 -2.823 1.485
H: 1.155 1.212 1.027

=====

No. 5
Density functional theory data (ωB97M-V with the def2-TZVPD basis set) for a molecular structure, C28H31IrN3O9PS3 at a distorted geometry.

F_max (Eh/bohr): 0.0811
Highest occupied orbital energy (spin up / spin down) (Eh): -0.1875 / -0.1901
Kohn-Sham gap (spin up / spin down) (eV): 5.11 / 5.67
ΔE to the lowest compared entry with this formula, charge and spin (kJ/mol): 484.2
Spin multiplicity: 2
Net charge: -1

Geometry (Å):
Ir: 0.291 -0.117 -0.913
O: 1.360 -4.254 1.207
C: 0.697 -4.038 2.351
C: 0.763 -5.014 3.348
C: 0.067 -4.860 4.530
C: -0.689 -3.718 4.761
C: -0.725 -2.723 3.807
C: -0.042 -2.867 2.602
C: -0.093 -1.790 1.602
O: 0.155 -2.049 0.383
N: -0.411 -0.593 2.056
N: -0.329 0.427 1.222
C: -0.977 1.515 1.535
C: -0.978 2.733 0.819
C: -1.821 3.764 1.266
C: -1.928 4.955 0.600
C: -1.199 5.150 -0.581
C: -0.351 4.183 -1.045
C: -0.185 2.939 -0.369
O: 0.665 2.093 -0.791
H: 1.184 -3.492 0.612
H: 1.370 -5.889 3.164
H: 0.106 -5.639 5.278
H: -1.241 -3.604 5.682
H: -1.284 -1.814 3.963
H: -1.603 1.474 2.427
H: -2.413 3.577 2.148
H: -2.579 5.736 0.964
H: -1.310 6.078 -1.125
H: 0.218 4.338 -1.949
C: 0.490 -2.810 -2.546
O: 0.735 -1.479 -2.412
H: -0.166 -2.990 -3.418
H: 0.001 -3.251 -1.666
H: 1.434 -3.355 -2.710
C: 5.334 0.209 2.507
C: 5.406 1.464 1.653
C: 4.254 2.424 1.932
O: 5.446 1.180 0.257
P: 4.697 -0.039 -0.509
S: 5.810 -1.680 -0.476
S: 2.814 -0.298 0.244
O: 4.763 0.454 -2.017
C: 4.597 1.756 -2.584
C: 5.912 2.523 -2.487
C: 3.442 2.526 -1.974
H: 5.513 0.455 3.551
H: 6.082 -0.507 2.175
H: 4.350 -0.243 2.405
H: 6.366 1.968 1.834
H: 3.322 1.960 1.617
H: 4.395 3.351 1.379
H: 4.191 2.652 2.993
H: 4.376 1.539 -3.636
H: 6.120 2.762 -1.447
H: 5.847 3.444 -3.063
H: 6.728 1.917 -2.874
H: 3.647 2.757 -0.931
H: 2.524 1.943 -2.023
H: 3.298 3.456 -2.521
O: -1.091 0.844 -2.926
C: -2.111 0.631 -2.269
N: -2.079 0.149 -1.033
S: -3.555 0.120 -0.333
O: -3.694 1.178 0.638
O: -3.950 -1.186 0.118
C: -4.452 0.578 -1.831
C: -5.792 0.654 -2.128
C: -6.158 1.032 -3.416
C: -5.197 1.359 -4.362
C: -3.848 1.287 -4.052
C: -3.489 0.869 -2.780
H: -6.534 0.417 -1.382
H: -7.204 1.067 -3.683
H: -5.500 1.662 -5.354
H: -3.082 1.533 -4.771

=====

No. 6
Density functional theory data (ωB97M-V with the def2-TZVPD basis set) for a single C4H3NOS molecule at a distorted geometry.

F_max (Eh/bohr): 0.2239
Highest occupied orbital energy (Eh): -0.3527
Kohn-Sham gap (eV): 9.02
ΔE to the lowest compared entry with this formula, charge and spin (kJ/mol): 345.4
SMILES: C#C/C(C=O)=N\S
Net charge: 0

Geometry (Å):
C: 0.594 0.080 0.126
C: 1.759 -0.975 0.029
C: -0.676 -0.094 -0.657
C: -1.675 -0.298 -1.168
H: -1.540 1.611 0.612
H: 2.617 -0.627 0.712
H: -2.805 -0.708 -1.377
N: 0.705 0.872 1.146
O: 1.650 -1.920 -0.706
S: -0.627 2.059 1.282

=====

No. 7
Density functional theory data (ωB97M-V with the def2-TZVPD basis set) for a molecular structure, C29H29F2N2O5PSeSr at a distorted geometry.

F_max (Eh/bohr): 0.0790
Highest occupied orbital energy (Eh): -0.0649
Kohn-Sham gap (eV): 6.08
ΔE to the lowest compared entry with this formula, charge and spin (kJ/mol): 90.5
Net charge: -2

Geometry (Å):
Sr: 0.433 0.606 -1.528
C: -3.752 -0.480 2.579
C: -2.703 -1.355 2.335
C: -2.441 -1.796 1.041
C: -3.225 -1.369 -0.026
C: -4.260 -0.468 0.227
C: -4.532 -0.035 1.516
P: -2.933 -1.861 -1.774
C: -4.321 -3.093 -1.955
C: -4.624 -3.531 -3.247
C: -5.628 -4.461 -3.486
C: -6.375 -4.968 -2.428
C: -6.098 -4.537 -1.138
C: -5.080 -3.615 -0.909
C: -1.451 -2.910 -1.652
C: -1.470 -4.304 -1.721
C: -0.274 -5.014 -1.661
C: 0.918 -4.308 -1.514
C: 0.894 -2.917 -1.423
C: -0.282 -2.137 -1.494
H: -3.947 -0.127 3.585
H: -2.076 -1.694 3.152
H: -1.612 -2.469 0.852
H: -4.835 -0.078 -0.606
H: -5.334 0.674 1.686
H: -4.057 -3.132 -4.082
H: -5.833 -4.785 -4.499
H: -7.165 -5.688 -2.609
H: -6.670 -4.923 -0.302
H: -4.870 -3.298 0.106
H: -2.403 -4.848 -1.832
H: -0.278 -6.096 -1.734
H: 1.862 -4.842 -1.474
H: 1.857 -2.416 -1.307
C: 4.182 2.347 4.949
C: 4.886 2.971 3.756
N: 4.043 2.955 2.569
C: 4.268 1.830 1.625
C: 5.334 2.132 0.592
C: 3.317 4.068 2.292
O: 3.361 5.085 2.976
C: 2.518 4.000 1.024
C: 2.798 4.858 -0.032
C: 2.170 4.641 -1.237
C: 1.285 3.576 -1.340
N: 0.931 2.816 -0.304
C: 1.540 3.044 0.861
H: 4.830 2.337 5.830
H: 3.887 1.317 4.736
H: 3.283 2.917 5.188
H: 5.798 2.422 3.512
H: 5.163 4.001 3.975
H: 3.353 1.541 1.118
H: 4.557 0.981 2.248
H: 4.997 2.894 -0.112
H: 5.528 1.242 -0.009
H: 6.267 2.451 1.071
H: 3.549 5.630 0.087
H: 2.416 5.217 -2.118
H: 0.867 3.305 -2.307
H: 1.273 2.393 1.687
F: -3.298 1.799 -1.750
C: -2.065 1.962 -1.017
F: -1.745 3.362 -1.365
H: -2.476 2.111 -0.002
O: 1.849 1.105 -3.210
Se: 3.210 0.811 -2.259
O: 4.027 -0.485 -2.823
O: 2.559 0.458 -0.746
O: 4.104 2.181 -2.148

=====

No. 8
Density functional theory data (ωB97M-V with the def2-TZVPD basis set) for a molecular structure, C6H4BrN2Se4TaTe.

F_max (Eh/bohr): 0.0066
Highest occupied orbital energy (Eh): -0.5631
Kohn-Sham gap (eV): 6.79
ΔE to the lowest compared entry with this formula, charge and spin (kJ/mol): 6.6
Net charge: +2

Geometry (Å):
Ta: 1.135 0.000 0.900
Se: -1.148 -0.909 0.501
Se: -1.262 1.439 0.476
Te: -0.062 1.740 2.727
Se: 2.107 2.258 1.622
Br: 3.537 -0.976 -0.120
C: 2.806 -0.076 -1.628
C: 3.417 -0.013 -2.851
C: 2.728 0.684 -3.840
C: 1.500 1.261 -3.548
C: 0.980 1.141 -2.275
N: 1.631 0.468 -1.307
H: 4.376 -0.478 -3.031
H: 3.156 0.773 -4.830
H: 0.947 1.805 -4.300
H: 0.035 1.586 -2.005
Se: 2.262 -3.315 4.181
C: 1.886 -2.138 3.055
N: 1.612 -1.276 2.231

=====

No. 9
Density functional theory data (ωB97M-V with the def2-TZVPD basis set) for a single C6H8N2S3 molecule at a distorted geometry.

F_max (Eh/bohr): 0.0536
Highest occupied orbital energy (Eh): -0.3425
Kohn-Sham gap (eV): 9.43
ΔE to the lowest compared entry with this formula, charge and spin (kJ/mol): 63.4
SMILES: [H]/N=C1\CCSSSC[C@@H]1C#N
Net charge: 0

Geometry (Å):
C: 0.501 -0.768 -0.152
C: -0.727 -1.034 0.687
C: -2.082 -1.157 -0.084
C: 0.953 1.744 0.590
C: 1.490 0.336 0.298
C: 2.594 0.307 -0.687
H: -0.068 -1.752 -1.697
H: -0.859 -0.262 1.389
H: -0.653 -1.936 1.293
H: -2.268 -2.136 -0.610
H: -2.842 -1.020 0.645
H: 1.859 2.327 0.689
H: 0.335 1.783 1.524
H: 1.692 -0.059 1.272
N: 0.667 -1.224 -1.333
N: 3.495 0.217 -1.426
S: -2.318 0.161 -1.275
S: -1.898 1.985 -0.376
S: 0.128 2.487 -0.747